Entry 1:
16
Properties=species:S:1:pos:R:3:forces:R:3:mulliken_charge:R:1 method="wB97M-V/def2-TZVPD" gap_ev=10.021 e_above_lowest_kcal_mol=45.9
C -1.847 0.369 0.763 -0.39 -0.27 0.10 -0.602
C -0.311 1.055 -0.815 0.60 0.13 -0.23 -0.300
C 0.891 1.040 -0.242 -0.15 0.19 0.03 -0.388
C 1.309 -0.168 0.571 0.11 0.03 -0.08 -0.445
C 0.886 -1.412 -0.237 0.24 -0.20 -0.09 -1.092
C -1.408 0.131 -0.469 -0.43 0.71 0.22 -0.429
H -1.170 0.796 1.498 -0.37 0.45 -0.22 0.199
H -2.875 0.245 1.041 -0.26 -0.85 0.42 0.308
H -0.685 1.884 -1.412 0.42 0.09 -0.07 0.396
H 0.592 -0.995 -1.203 -0.22 -0.78 0.05 0.388
H 1.559 1.886 -0.357 0.03 -0.08 -0.02 0.372
H 0.847 -0.139 1.570 0.11 -0.09 -0.27 0.229
H 2.388 -0.176 0.744 -0.09 0.13 -0.07 0.376
H 0.076 -1.994 0.215 0.19 0.19 -0.19 0.260
H 1.715 -2.081 -0.455 0.19 -0.13 0.28 0.350
H -1.968 -0.442 -1.212 0.02 0.47 0.14 0.380

Entry 2:
16
Properties=species:S:1:pos:R:3:forces:R:3:mulliken_charge:R:1 method="wB97M-V/def2-TZVPD" gap_ev=11.012 e_above_lowest_kcal_mol=31.5 smiles=C#CCC(C)C
C 1.202 0.789 0.584 0.05 0.02 0.01 -1.416
C 0.071 -0.212 0.819 0.00 0.01 0.06 0.590
C -1.267 0.510 0.987 -0.05 0.02 -0.01 -1.408
C 0.007 -1.265 -0.308 0.01 -0.06 0.00 -0.882
C -0.012 -0.668 -1.648 0.01 0.23 -0.45 -0.381
C 0.020 -0.135 -2.728 -0.03 -0.21 0.40 0.041
H 1.316 1.462 1.440 -0.03 -0.11 -0.10 0.406
H 0.989 1.398 -0.302 0.04 -0.09 0.14 0.314
H 2.160 0.285 0.414 -0.13 0.05 0.06 0.336
H 0.280 -0.769 1.743 -0.04 0.07 -0.12 0.261
H -2.096 -0.200 1.087 0.12 0.09 0.01 0.365
H -1.256 1.143 1.881 0.01 -0.06 -0.15 0.378
H -1.471 1.150 0.121 0.02 -0.10 0.10 0.312
H 0.877 -1.930 -0.236 -0.10 0.12 -0.04 0.327
H -0.881 -1.895 -0.172 0.13 0.10 -0.05 0.355
H 0.060 0.335 -3.685 -0.04 -0.10 0.15 0.400

Entry 3:
16
Properties=species:S:1:pos:R:3:forces:R:3:mulliken_charge:R:1 method="wB97M-V/def2-TZVPD" gap_ev=10.338 e_above_lowest_kcal_mol=23.5
C -0.182 -0.870 -1.032 0.03 -0.07 0.06 -0.779
C -1.281 0.082 -0.614 -0.02 0.14 0.01 -0.331
C -1.400 0.637 0.590 -0.09 0.00 0.00 -0.074
C -0.627 0.285 1.830 0.15 -0.03 -0.08 -0.959
C 2.156 -0.072 -0.547 -0.18 -0.02 -0.16 -0.736
C 1.047 -0.034 -1.281 0.27 0.02 0.18 0.018
H 0.021 -1.621 -0.260 0.01 0.12 -0.08 0.327
H -0.475 -1.415 -1.937 0.03 0.12 0.12 0.312
H -1.948 0.421 -1.405 0.09 0.01 0.10 0.342
H -2.151 1.417 0.719 0.00 -0.20 -0.01 0.352
H -1.330 -0.085 2.581 0.07 0.01 0.07 0.318
H 0.128 -0.490 1.659 -0.18 0.20 0.01 0.191
H -0.123 1.160 2.265 -0.13 -0.16 -0.17 0.252
H 2.286 -0.798 0.253 -0.05 0.10 -0.10 0.237
H 2.966 0.632 -0.709 -0.05 -0.13 -0.05 0.246
H 0.946 0.721 -2.061 0.06 -0.12 0.09 0.283

Entry 4:
16
Properties=species:S:1:pos:R:3:forces:R:3:mulliken_charge:R:1 method="wB97M-V/def2-TZVPD" gap_ev=10.275 e_above_lowest_kcal_mol=6.4 smiles="C[C@@H]1C=CCC1"
C 1.903 -0.383 0.363 -0.02 -0.02 0.01 -1.246
C 0.692 0.091 -0.480 -0.02 0.04 -0.06 0.465
C -0.511 -0.891 -0.619 0.02 -0.05 -0.04 -0.754
C -1.708 -0.265 0.140 -0.01 -0.03 0.00 -0.571
C -1.240 1.140 0.424 0.16 0.04 -0.02 -0.374
C 0.037 1.324 0.104 -0.14 -0.01 0.02 -0.712
H 1.946 0.138 1.327 -0.04 -0.12 -0.14 0.330
H 2.845 -0.185 -0.160 -0.15 -0.02 0.13 0.295
H 1.866 -1.458 0.571 -0.04 0.14 -0.07 0.307
H 1.067 0.320 -1.485 -0.04 -0.01 0.13 0.325
H -0.768 -0.990 -1.680 0.04 -0.01 0.18 0.282
H -0.275 -1.897 -0.258 0.03 0.16 -0.02 0.292
H -1.934 -0.794 1.076 0.04 0.09 -0.15 0.252
H -2.628 -0.286 -0.458 0.16 0.01 0.10 0.293
H -1.887 1.895 0.864 0.12 -0.10 -0.01 0.408
H 0.595 2.243 0.271 -0.11 -0.10 -0.06 0.407

Entry 5:
16
Properties=species:S:1:pos:R:3:forces:R:3:mulliken_charge:R:1 method="wB97M-V/def2-TZVPD" gap_ev="6.701 / 10.012" e_above_lowest_kcal_mol=120.1
C 1.401 -0.555 -0.507 0.19 0.29 -0.03 -0.677
C 0.423 -1.017 0.519 -0.13 -0.48 0.00 -0.262
C -0.109 0.005 1.521 -0.07 0.03 -0.06 -0.677
C -0.646 1.193 0.668 -0.01 -0.09 -0.18 -0.651
C -0.867 0.579 -0.691 -0.41 0.91 0.54 -0.630
C -0.080 -0.598 -0.861 0.24 -0.33 -0.91 0.023
H 1.875 0.421 -0.407 -0.08 -0.15 0.08 0.196
H 2.018 -1.305 -0.999 -0.16 0.14 0.15 0.269
H 0.407 -2.070 0.784 0.11 0.15 0.08 0.358
H -0.931 -0.450 2.088 0.14 0.09 -0.12 0.324
H 0.645 0.334 2.247 -0.08 -0.12 -0.16 0.299
H 0.097 1.997 0.605 0.01 -0.04 0.08 0.242
H -1.553 1.646 1.095 0.23 -0.15 -0.15 0.328
H -0.654 0.117 -2.929 0.02 0.38 -0.43 0.068
H -1.700 0.826 -1.323 -0.14 -0.04 0.02 0.444
H -0.326 -1.123 -1.809 0.13 -0.57 1.09 0.346

Entry 6:
16
Properties=species:S:1:pos:R:3:forces:R:3:mulliken_charge:R:1 method="wB97M-V/def2-TZVPD" gap_ev=8.584 e_above_lowest_kcal_mol=95.1
C -0.611 -0.792 2.231 0.08 0.09 0.09 -0.934
C -0.603 0.106 1.069 0.31 -0.15 0.22 -0.387
C 0.741 0.386 0.527 -0.14 -0.13 -0.02 -0.273
C 0.776 0.552 -0.984 0.08 0.10 0.04 -0.174
C 0.027 -0.487 -1.769 -0.01 -0.19 -0.09 -0.570
C -0.526 0.905 -1.636 -0.11 0.17 -0.11 -0.474
H -1.317 -0.456 2.996 0.05 -0.11 -0.07 0.324
H -1.097 -1.686 1.795 0.07 0.09 0.05 0.248
H 0.354 -1.099 2.665 -0.08 0.08 0.01 0.326
H -1.339 1.056 -0.933 0.04 -0.04 -0.30 0.240
H 0.880 1.381 1.008 -0.03 -0.09 0.02 0.247
H 1.565 -0.252 0.899 -0.14 0.03 -0.07 0.366
H 1.704 0.936 -1.404 -0.20 -0.05 0.09 0.378
H -0.423 -1.300 -1.200 -0.04 0.21 -0.12 0.155
H 0.402 -0.783 -2.744 0.01 0.05 0.16 0.266
H -0.533 1.532 -2.520 0.11 -0.07 0.08 0.262